The following is a DFT calculation (ωB97M-V with the def2-TZVPD basis set) of C11H13Br9F6O4 as an isolated structure.

ORCA input file:
```
! RIJCOSX wB97M-V def2-TZVPD def2/J DEFGRID3
* xyz 1 2
C -1.14 -1.31 4.82
Br -0.51 -3.05 4.39
Br -1.35 -0.95 6.82
Br -2.81 -0.90 3.87
H -0.44 -0.53 4.53
C -0.73 0.37 0.54
Br 0.19 0.70 2.23
Br -1.74 -1.25 0.52
Br 0.56 0.27 -0.96
H -1.42 1.14 0.20
C 1.45 -1.35 -3.95
Br 2.53 -2.11 -5.50
Br 0.29 -2.89 -3.23
Br 0.45 0.21 -4.53
H 2.09 -1.16 -3.09
C -1.54 6.02 -0.92
C -2.09 4.61 -0.66
O -2.01 3.66 -1.77
C -2.69 3.85 -2.94
O -3.51 4.78 -3.07
C -2.52 2.76 -4.03
F -3.71 2.65 -4.55
F -1.64 3.12 -4.91
F -2.17 1.56 -3.50
H -0.60 6.00 -1.45
H -1.25 6.39 0.07
H -2.14 6.73 -1.49
H -3.11 4.74 -0.30
H -1.72 4.06 0.20
C 0.49 -4.41 1.10
C 1.37 -3.25 0.66
O 2.53 -3.64 1.43
C 3.37 -2.65 1.80
O 3.32 -1.39 1.52
C 4.46 -3.14 2.78
F 4.99 -2.13 3.35
F 3.90 -3.87 3.73
F 5.40 -3.82 2.07
H -0.39 -4.52 0.47
H 0.18 -4.37 2.14
H 1.01 -5.36 1.00
H 0.95 -2.29 0.97
H 1.70 -3.27 -0.38
*
```

## Properties
LUMO energy (spin up / spin down), eV: -4.29 / -9.71
Energy relative to the best compared isomer or geometry (same formula, charge and spin), kcal/mol: 0.0
HOMO (spin up / spin down), hartree: -0.462 / -0.462